# 1
ORCA calculation (the ωB97M-V functional and the def2-TZVPD basis) on a single C3H3Br molecule.

Each line ends with the natural charge from an NBO analysis.
Positions of all 7 atoms, in Å:
C: -0.357 0.083 0.011  -0.707
C: -1.768 0.050 0.065  0.016
C: -2.984 -0.235 -0.104  -0.244
Br: -4.722 0.159 0.011  0.184
H: 0.171 -0.883 0.099  0.256
H: 0.082 0.822 0.819  0.239
H: -0.260 0.728 -0.880  0.255

Computed properties:
ΔE to the lowest compared entry with this formula, charge and spin	0.784	eV
Kohn-Sham gap	9.77	eV
E_HOMO	-9.10	eV
total charge	0
SMILES string	CC#CBr

# 2
ORCA calculation (the ωB97M-V functional and the def2-TZVPD basis) on a single C3H3Br2N molecule.

Each line ends with the natural charge from an NBO analysis.
Positions of all 9 atoms, in Å:
C: 0.257 0.015 0.007  -0.664
C: 1.710 0.139 0.388  -0.150
Br: 2.527 1.653 -0.428  0.150
Br: 2.610 -1.660 -0.504  -0.030
C: 2.027 0.134 1.814  0.193
N: 2.143 0.173 2.968  -0.234
H: 0.111 0.185 -1.126  0.250
H: -0.537 0.746 0.492  0.248
H: -0.103 -0.892 0.309  0.235

Computed properties:
ΔE to the lowest compared entry with this formula, charge and spin	0.724	eV
Kohn-Sham gap	9.51	eV
E_HOMO	-10.67	eV
total charge	0
SMILES string	CC(Br)(Br)C#N

# 3
ORCA calculation (the ωB97M-V functional and the def2-TZVPD basis) on 2 unconnected molecules or ions with the total composition C3H3Br2N.

Each line ends with the natural charge from an NBO analysis.
Positions of all 9 atoms, in Å:
C: -0.192 0.766 0.286  0.145
C: -1.360 -1.397 0.094  -0.463
C: 1.917 -0.124 -0.552  -0.148
N: 0.898 0.527 -0.126  -0.317
Br: 0.049 -2.532 -0.213  0.127
Br: 3.633 0.239 0.160  0.063
H: -0.872 1.570 0.462  0.231
H: -2.011 -1.503 1.041  0.152
H: 1.827 -0.682 -1.370  0.210

Computed properties:
ΔE to the lowest compared entry with this formula, charge and spin	6.307	eV
Kohn-Sham gap (alpha / beta)	6.97 / 6.93	eV
E_HOMO (alpha / beta)	-7.75 / -7.55	eV
total charge	0

# 4
ORCA calculation (the ωB97M-V functional and the def2-TZVPD basis) on a molecular structure, C3H3Br2N4.

Each line ends with the natural charge from an NBO analysis.
Positions of all 12 atoms, in Å:
C: 1.345 0.048 1.456  0.219
C: 0.404 -0.701 0.384  -0.426
C: -0.110 -0.419 -1.311  -0.378
N: 2.462 0.756 1.178  -0.393
N: 1.223 -0.252 2.710  -0.394
N: 3.005 0.885 2.348  -0.156
N: 2.320 0.297 3.272  -0.183
Br: -2.066 -0.353 -1.407  0.010
Br: 0.535 -1.716 -2.562  0.025
H: 0.702 -1.843 0.458  0.217
H: -0.638 -0.825 0.827  0.218
H: 0.367 0.531 -1.761  0.240

Computed properties:
ΔE to the lowest compared entry with this formula, charge and spin	0.114	eV
Kohn-Sham gap	7.73	eV
E_HOMO	-5.08	eV
total charge	-1

# 5
ORCA calculation (the ωB97M-V functional and the def2-TZVPD basis) on 2 unconnected molecules or ions with the total composition C3H3Br2NO.

Each line ends with the natural charge from an NBO analysis.
Positions of all 10 atoms, in Å:
O: 1.663 -1.671 -1.191  -0.401
N: 1.995 -1.321 -0.096  0.183
C: 2.450 -1.313 0.987  -0.012
Br: 2.608 -1.440 2.752  0.233
C: -2.128 1.053 -0.727  -0.407
C: -0.875 0.915 -0.304  -0.257
Br: -0.188 0.562 1.520  0.024
H: -2.426 1.271 -1.711  0.217
H: -2.912 0.847 -0.034  0.195
H: -0.188 1.097 -1.196  0.225

Computed properties:
ΔE to the lowest compared entry with this formula, charge and spin	4.014	eV
Kohn-Sham gap	9.65	eV
E_HOMO	-9.52	eV
total charge	0
SMILES string	[O-][N+]#CBr.C=CBr

# 6
ORCA calculation (the ωB97M-V functional and the def2-TZVPD basis) on a gas-phase ion, C3H3Br2O2 (charge -1).

Each line ends with the natural charge from an NBO analysis.
Positions of all 10 atoms, in Å:
C: 0.093 0.047 0.062  -0.713
C: 1.507 0.259 -0.419  0.011
Br: 2.446 1.528 0.711  0.010
Br: 2.658 -1.712 0.051  -0.245
C: 1.615 0.659 -1.966  0.687
O: 1.758 1.854 -2.211  -0.704
O: 1.338 -0.311 -2.695  -0.731
H: -0.020 0.052 1.189  0.213
H: -0.465 0.885 -0.105  0.228
H: -0.276 -0.742 -0.504  0.244

Computed properties:
ΔE to the lowest compared entry with this formula, charge and spin	0.500	eV
Kohn-Sham gap	8.10	eV
E_HOMO	-4.98	eV
total charge	-1
SMILES string	CC(Br)(Br)C(=O)[O-]

# 7
ORCA calculation (the ωB97M-V functional and the def2-TZVPD basis) on a molecular structure, C3H3Br3F2.

Each line ends with the natural charge from an NBO analysis.
Positions of all 11 atoms, in Å:
C: 1.364 -0.852 1.386  -0.456
C: -0.708 -0.411 -0.697  -0.257
C: -0.582 1.093 -0.614  0.568
F: 0.632 1.630 -0.724  -0.304
F: -1.326 1.648 -1.655  -0.346
Br: 0.450 -1.405 -1.956  0.109
Br: -2.522 -0.957 -0.801  0.176
Br: -1.572 1.802 1.041  -0.015
H: 1.758 -1.704 0.839  0.174
H: 1.013 -0.911 2.370  0.178
H: 1.493 0.067 0.810  0.172

Computed properties:
ΔE to the lowest compared entry with this formula, charge and spin	3.656	eV
Kohn-Sham gap (alpha / beta)	7.41 / 9.04	eV
E_HOMO (alpha / beta)	-9.10 / -9.48	eV
total charge	0

# 8
ORCA calculation (the ωB97M-V functional and the def2-TZVPD basis) on 2 unconnected molecules or ions with the total composition C3H3Br3O.

Each line ends with the natural charge from an NBO analysis.
Positions of all 10 atoms, in Å:
C: -0.651 0.902 -1.108  0.484
C: -0.106 -0.902 1.133  -0.362
C: 0.483 0.416 -0.387  -0.400
O: -1.357 0.568 -2.041  -0.462
Br: -1.310 2.517 -0.075  -0.117
Br: 1.378 -1.917 1.571  0.115
Br: 1.502 -0.756 -1.680  0.019
H: -0.720 -1.543 0.505  0.228
H: -0.456 -0.344 1.921  0.213
H: 1.237 1.060 0.162  0.282

Computed properties:
ΔE to the lowest compared entry with this formula, charge and spin	1.123	eV
Kohn-Sham gap	9.09	eV
E_HOMO	-10.12	eV
total charge	0

# 9
ORCA calculation (the ωB97M-V functional and the def2-TZVPD basis) on a single C3H3BrCl2O molecule.

Each line ends with the natural charge from an NBO analysis.
Positions of all 10 atoms, in Å:
O: 2.432 0.640 -1.599  -0.473
C: 2.306 0.468 -0.451  0.500
Cl: 3.653 0.141 0.511  -0.004
C: 1.005 0.191 0.338  -0.396
Br: 0.750 1.721 1.367  0.090
C: -0.283 0.075 -0.587  -0.350
Cl: -0.367 -1.681 -1.193  -0.100
H: 1.117 -0.683 0.877  0.249
H: -0.337 0.698 -1.523  0.258
H: -1.076 0.195 0.135  0.226

Computed properties:
ΔE to the lowest compared entry with this formula, charge and spin	0.064	eV
Kohn-Sham gap	11.04	eV
E_HOMO	-10.72	eV
total charge	0
SMILES string	O=C(Cl)[C@@H](Br)CCl

# 10
ORCA calculation (the ωB97M-V functional and the def2-TZVPD basis) on a molecular structure, C3H3BrF6IrNO7S3.

Each line ends with the Mulliken spin population.
Positions of all 25 atoms, in Å:
Ir: -0.677 -0.185 -1.071  0.584
F: -1.161 -1.144 1.580  0.003
C: -0.986 -2.460 1.803  0.002
F: -0.753 -2.669 3.069  -0.001
F: -2.072 -3.087 1.413  0.000
S: 0.495 -2.937 0.654  -0.001
O: 0.021 -2.342 -0.589  0.003
O: 0.652 -4.332 0.701  -0.001
N: 1.595 -2.085 1.373  0.006
S: 2.251 -0.754 0.762  -0.001
O: 3.470 -0.995 0.101  0.012
O: 1.229 -0.001 0.045  0.025
C: 2.478 0.233 2.356  -0.003
F: 1.264 0.306 2.883  0.000
F: 2.935 1.441 2.111  0.000
F: 3.280 -0.398 3.180  0.000
C: -2.172 3.170 -2.701  0.003
S: -0.619 2.469 -2.060  0.001
O: -0.436 1.179 -2.807  -0.067
O: 0.399 3.442 -2.216  -0.019
O: -0.925 2.011 -0.671  -0.059
H: -2.173 3.012 -3.774  0.000
H: -2.171 4.227 -2.458  0.000
H: -3.004 2.664 -2.224  -0.001
Br: -2.918 -0.765 -1.462  0.515

Computed properties:
<S²>	0.78
Kohn-Sham gap (alpha / beta)	5.38 / 5.12	eV
spin multiplicity	2
E_HOMO (alpha / beta)	-14.41 / -14.37	eV
total charge	+1

# 11
ORCA calculation (the ωB97M-V functional and the def2-TZVPD basis) on 2 unconnected molecules or ions with the total composition C3H3BrN2O.

Each line ends with the natural charge from an NBO analysis.
Positions of all 10 atoms, in Å:
N: -0.312 -1.829 0.704  -0.699
C: -0.998 -1.167 -0.039  0.643
N: -1.780 -0.356 -0.512  -0.643
Br: -1.950 0.511 -2.123  0.286
H: -0.192 -2.850 0.673  0.416
C: 0.963 1.397 0.735  -0.795
C: 1.264 0.988 -0.463  0.720
O: 1.540 0.616 -1.560  -0.476
H: 1.584 1.311 1.653  0.277
H: -0.118 1.378 0.932  0.271

Computed properties:
ΔE to the lowest compared entry with this formula, charge and spin	3.108	eV
Kohn-Sham gap	9.11	eV
E_HOMO	-9.35	eV
total charge	0
SMILES string	N=C=NBr.C=C=O

# 12
ORCA calculation (the ωB97M-V functional and the def2-TZVPD basis) on 2 unconnected molecules or ions with the total composition C3H3BrO.

Each line ends with the natural charge from an NBO analysis.
Positions of all 8 atoms, in Å:
C: 1.305 -0.075 -1.595  -0.001
C: 0.368 0.189 -0.884  -0.155
C: -0.610 0.224 0.103  0.323
O: -0.360 1.174 1.070  -0.647
Br: -0.613 -2.234 1.423  -0.549
H: 2.161 0.048 -2.183  0.242
H: -1.632 -0.212 0.133  0.266
H: -0.619 0.886 1.933  0.521

Computed properties:
ΔE to the lowest compared entry with this formula, charge and spin	2.877	eV
Kohn-Sham gap (alpha / beta)	6.91 / 6.89	eV
E_HOMO (alpha / beta)	-9.16 / -9.14	eV
total charge	0

no.,energy (eV)
1,-73199.1941
2,-144733.2769
3,-144727.6940
4,-149203.9197
5,-146777.1522
6,-147340.8245
7,-218717.7416
8,-215332.2624
9,-100294.1002
10,-140660.2538
11,-78226.5882
12,-75245.6528